Entry 1:
22
Properties=species:S:1:pos:R:3:forces:R:3 method="wB97M-V/def2-TZVPD" orbital_gap_ev=9.56 charge=+1 e_above_lowest_kj_mol=132.7 e_homo_ha=-0.478 e_lumo_ev=-3.46 smiles="C/C=C/C[C@H]([NH3+])CO" spin_multiplicity=1
O 1.285956 -2.656831 0.935665 -0.555 0.846 -0.846
N 0.299754 -0.849211 2.564254 1.131 0.396 0.515
C 0.146359 -0.571565 1.120836 -2.422 1.193 -2.473
C -0.045678 0.957023 0.689802 1.201 -1.601 2.409
C 1.069352 -1.391313 0.233508 0.958 -0.539 1.576
C -0.863138 1.036471 -0.544394 0.041 0.557 -0.056
C -1.021732 1.548154 -3.009668 0.095 -0.794 0.684
C -0.309486 1.101068 -1.754788 -0.679 1.623 0.750
H -0.287803 2.099595 -3.588891 -0.256 -0.258 -0.581
H 0.931545 1.425445 0.697682 0.247 0.278 -0.615
H -1.848918 2.210562 -2.774759 -0.059 0.092 0.137
H -1.912586 1.223268 -0.319816 -0.063 -0.349 -0.567
H 1.276850 -0.771676 2.858346 0.136 0.027 -0.050
H -0.881046 -0.881314 0.871982 0.260 -0.637 0.484
H 0.047177 -1.814103 2.774628 -0.178 -0.110 -0.043
H 0.872533 -3.306874 0.370146 0.026 -0.702 0.071
H -0.546679 1.397455 1.564474 -0.255 0.204 -0.395
H -0.215116 -0.181463 3.143887 -0.236 -0.220 -0.135
H 0.764909 1.220836 -1.727667 0.342 -0.612 -0.369
H 2.066502 -0.958207 0.142484 -0.082 0.304 -0.099
H -1.463185 0.667841 -3.489651 0.365 0.325 -0.527
H 0.634429 -1.505155 -0.758052 -0.019 -0.022 0.132

Entry 2:
23
Properties=species:S:1:pos:R:3:forces:R:3 method="wB97M-V/def2-TZVPD" orbital_gap_ev=6.11 charge=-1 e_above_lowest_kj_mol=226.9 e_homo_ha=-0.097 e_lumo_ev=3.47 spin_multiplicity=1
O 1.503076 -3.305521 0.814725 -0.127 0.085 0.094
O 0.890905 1.187197 2.507464 0.309 0.321 0.356
N 0.864580 -0.999926 0.381240 0.267 0.399 0.699
C 1.457747 -2.095644 1.326110 0.079 -0.133 -0.154
C -0.809532 2.812868 -0.287631 0.858 0.394 0.466
C -1.043809 0.695049 -1.600019 0.346 0.384 0.249
C -0.262701 1.714303 -0.794011 -1.151 -0.213 -0.848
C -1.247975 -0.654232 -0.904233 0.041 -0.226 0.013
C -0.013315 -1.543780 -0.638698 -0.559 2.164 0.463
H 0.216634 1.767792 2.146396 -0.047 -0.191 -0.203
H -1.792116 -0.486927 0.034257 0.107 0.033 -0.065
H -0.373899 -2.468930 -0.234649 0.195 -0.854 -0.323
H 0.999895 0.474935 1.854163 -0.472 -0.213 -0.152
H -0.504223 0.605931 -2.554826 -0.149 -0.400 0.058
H 0.471429 -1.594988 -1.598438 0.417 -0.871 -0.552
H -1.924705 -1.195083 -1.574859 -0.059 -0.268 0.086
H -0.233741 3.522820 0.323509 -0.153 -0.270 -0.408
H 0.831439 -1.976615 2.254500 0.076 -0.176 -0.144
H 2.464518 -1.672220 1.580904 -0.041 0.227 0.087
H 0.785689 1.489766 -0.784547 0.432 0.168 0.648
H -1.840689 3.074763 -0.462161 -0.289 -0.193 0.092
H -2.050993 1.044868 -1.834360 0.047 0.431 -0.023
H 1.611776 -0.396436 0.045158 -0.129 -0.599 -0.438

Entry 3:
26
Properties=species:S:1:pos:R:3:forces:R:3 method="wB97M-V/def2-TZVPD" orbital_gap_ev="6.44 / 10.07" e_homo_ha="-0.245 / -0.379" e_lumo_ev="-0.23 / -0.23" spin_multiplicity=2
O -3.326705 0.136889 -0.041174 -1.796 -1.889 -1.139
O -1.985135 0.815545 2.902236 -0.645 0.108 0.688
O -5.053181 -0.741753 -1.179769 2.409 0.755 1.463
O 0.685280 1.031663 0.695143 1.330 -0.805 -0.828
O -3.603205 -2.207418 -0.240131 -0.425 1.645 0.026
N -4.045982 -0.728847 -0.500393 -0.190 -1.202 0.176
C 0.360594 1.081140 -0.711003 0.749 -0.260 0.950
C -0.587360 0.808842 2.729058 0.545 0.413 -0.541
C 1.618136 0.658953 -1.414190 0.121 0.191 -0.614
C -0.307027 1.477189 1.429458 -2.049 0.713 -0.673
C 2.009406 -0.789882 -1.144606 -0.325 0.145 0.321
C 3.387317 -1.199501 -1.635351 -0.168 -0.123 -0.185
H 0.061691 2.115110 -0.909078 -0.035 -0.158 -0.395
H 1.452650 0.833481 -2.477397 0.163 -0.122 -0.251
H -0.221857 -0.235459 2.717886 0.285 0.465 0.115
H 3.469412 -1.125777 -2.717569 0.040 0.113 -0.149
H -3.473658 -2.328018 0.727421 0.028 0.712 -0.557
H -1.085053 1.930543 0.782149 -0.092 -0.171 1.235
H 1.229082 -1.421250 -1.590037 0.199 -0.107 0.108
H 0.001390 1.472167 3.391725 -0.560 -0.786 0.933
H -2.250620 0.495860 3.780143 0.435 0.217 -0.367
H 3.547177 -2.246746 -1.381804 0.196 -0.018 0.049
H 4.183501 -0.599290 -1.188497 -0.093 -0.031 0.017
H 1.982026 -0.947932 -0.060702 -0.137 -0.027 -0.128
H -0.469572 0.381292 -0.849770 -0.031 0.166 -0.318
H 2.421693 1.333201 -1.113747 0.046 0.052 0.065

Entry 4:
28
Properties=species:S:1:pos:R:3:forces:R:3 method="wB97M-V/def2-TZVPD" orbital_gap_ev="7.02 / 7.02" charge=+2 e_above_lowest_kj_mol=345.9 e_homo_ha="-0.619 / -0.619" e_lumo_ev="-9.83 / -9.83" spin_multiplicity=1
S 3.820948 -1.567647 -0.592654 -1.295 1.459 -0.776
P 3.049394 0.222620 0.162631 -1.685 0.636 -0.457
O -1.542459 -0.803461 1.254161 -0.534 -1.135 -1.021
O 4.250817 0.958031 0.832759 -0.244 -0.708 -1.473
O 1.981705 0.159633 1.340846 0.913 -0.274 -1.059
O 1.453906 1.492789 -1.226958 4.436 -3.405 -0.693
O -0.122664 -0.702387 -1.642385 0.911 -0.427 -0.359
N -3.385085 -1.065944 -0.141446 -0.951 -1.021 1.146
C 0.467063 1.937995 -0.520389 -2.432 3.880 3.504
C -1.853267 -1.110792 -0.113047 -0.443 2.806 1.558
C -0.443837 0.050128 1.281303 1.351 3.233 0.288
C 0.868757 -0.732339 1.142834 -1.858 0.766 1.259
C -1.148766 -0.042906 -0.951469 -0.473 1.933 -0.792
C -0.679151 1.068709 0.076750 0.766 -3.178 -0.744
H 0.811852 -1.329942 2.036694 0.640 -1.079 -0.186
H -3.738918 -1.416967 -1.034504 -0.085 0.375 -0.235
H 3.924555 1.489144 1.545937 0.044 1.148 1.342
H -3.790706 -1.754340 0.560259 0.901 0.641 -0.677
H -0.018679 2.676203 -1.301204 0.492 -0.812 1.290
H -1.533181 1.674543 0.318961 -0.222 0.550 0.139
H 3.022035 -1.364509 -1.721103 0.660 -0.407 0.771
H 0.515170 -0.110874 -2.112525 -1.043 -0.124 0.655
H -0.406428 0.575654 2.272236 -0.358 -0.490 -0.823
H -1.798188 0.434201 -1.693167 -0.355 -0.156 0.076
H 0.835422 -1.177320 0.168674 0.653 -0.823 -0.167
H -1.491003 -2.031906 -0.461973 -0.093 -1.752 -0.129
H -3.883697 -0.179110 0.145243 1.137 -0.601 -0.686
H 0.834404 2.650783 0.373538 -0.832 -1.037 -1.750

Entry 5:
22
Properties=species:S:1:pos:R:3:forces:R:3 method="wB97M-V/def2-TZVPD" orbital_gap_ev=5.96 charge=-1 e_above_lowest_kj_mol=56.9 e_homo_ha=-0.089 e_lumo_ev=3.54 smiles=CCCN[C@H](C)C[S-] spin_multiplicity=1
S 0.957195 2.768240 -0.294172 -0.810 -0.095 -0.383
N 0.686814 -0.164205 0.300614 -0.055 0.020 0.663
C -0.826986 -3.411785 0.336042 1.385 0.594 -0.711
C -0.633353 0.393586 0.099591 0.181 0.376 -0.052
C -1.295099 0.140582 -1.316549 0.207 -0.270 2.394
C 0.927267 -1.572583 -0.012849 -1.032 1.361 0.606
C 0.234765 -2.500014 1.038843 -0.641 -1.078 -1.062
C -0.584346 1.927002 0.350629 1.156 -0.077 -0.307
H 2.011087 -1.708912 -0.032103 -0.161 -0.192 -0.159
H 0.946178 -3.193869 1.492532 0.166 0.291 0.224
H 0.466311 -1.739530 -0.996795 0.417 -0.709 -0.155
H -2.123954 0.839450 -1.233387 -0.307 -0.212 -0.910
H -1.636771 -0.889099 -1.264736 -0.353 -0.122 -0.593
H 1.309446 0.544601 -0.098987 0.395 -0.368 -0.032
H -1.542522 2.272843 -0.043448 0.192 0.599 -0.039
H -1.320227 0.028547 0.898837 0.070 -0.245 -0.611
H -0.279780 -4.086811 -0.337820 -0.208 -0.146 0.218
H -1.420176 -2.804424 -0.338826 -0.419 0.128 0.102
H -0.520975 2.178250 1.400239 -0.394 -0.383 0.450
H -0.630981 0.296189 -2.154019 0.106 0.310 -0.110
H -1.459895 -3.983867 0.990181 -0.219 -0.203 0.405
H -0.284532 -1.954226 1.819910 0.325 0.421 0.063

Entry 6:
21
Properties=species:S:1:pos:R:3:forces:R:3 method="wB97M-V/def2-TZVPD" orbital_gap_ev=10.97 e_above_lowest_kj_mol=79.8 e_homo_ha=-0.361 e_lumo_ev=1.14 smiles=CCCCCOC spin_multiplicity=1
O -1.041294 2.491785 -0.176825 -0.074 0.011 0.035
C 0.956432 -3.233816 0.082787 0.037 -0.044 0.012
C -0.188208 -2.236886 0.205947 -0.023 0.003 -0.019
C -0.554890 3.615925 -0.855849 0.064 0.316 -0.153
C -0.688917 0.253354 0.558638 -0.014 0.018 -0.013
C -0.084310 1.468668 -0.112696 0.162 -0.209 0.023
C 0.346490 -0.876934 0.637946 0.021 0.014 0.037
H 0.340963 4.027469 -0.363644 -0.135 -0.042 -0.061
H 0.812517 1.808024 0.437634 -0.143 -0.009 -0.053
H -0.695209 -2.127574 -0.763074 0.088 -0.022 0.139
H -0.293467 3.374702 -1.899088 -0.049 0.035 0.151
H -0.947529 -2.581805 0.918611 0.082 -0.024 -0.101
H 0.252179 1.190439 -1.128689 -0.062 0.085 0.117
H 1.405171 -3.438742 1.058403 -0.045 -0.023 -0.028
H 0.645291 -4.185055 -0.356781 0.041 0.099 0.043
H -1.072512 0.539170 1.545221 0.108 -0.075 -0.129
H 0.764323 -0.953523 1.650234 -0.061 0.031 -0.132
H 1.743462 -2.792958 -0.540125 -0.084 -0.210 -0.017
H -1.558719 -0.061343 -0.032084 0.136 0.012 0.074
H 1.203390 -0.650357 -0.016478 -0.178 0.095 0.101
H -1.345163 4.369458 -0.850089 0.127 -0.061 -0.025

Entry 7:
21
Properties=species:S:1:pos:R:3:forces:R:3 method="wB97M-V/def2-TZVPD" orbital_gap_ev=10.80 e_above_lowest_kj_mol=79.7 e_homo_ha=-0.356 e_lumo_ev=1.12 smiles=CCCCCOC spin_multiplicity=1
O -2.484113 -1.046188 1.184386 -0.047 -0.062 -0.002
C -1.835112 0.089324 0.652378 0.082 0.270 -0.126
C 2.773122 1.231294 -1.203661 0.040 0.031 -0.049
C -0.316972 0.050016 0.850216 0.028 0.004 0.003
C 1.975560 0.618955 -0.057357 0.010 -0.031 0.035
C -2.489971 -2.122420 0.278867 0.046 -0.284 -0.142
C 0.468471 0.808404 -0.216721 -0.002 0.021 -0.052
H -1.472292 -2.418597 -0.037192 -0.262 0.123 0.103
H 2.300855 1.044098 0.901453 -0.049 -0.034 -0.127
H 2.182426 -0.458189 0.001358 0.016 0.132 -0.012
H -0.057926 0.427513 1.846947 -0.069 -0.055 -0.103
H 2.583330 2.307192 -1.286748 0.019 -0.123 0.009
H 2.491740 0.768916 -2.156637 0.040 0.079 0.103
H 0.225517 1.880589 -0.203400 0.008 -0.138 0.044
H -2.276188 0.957463 1.152789 0.100 -0.069 -0.061
H -2.948095 -2.971628 0.790936 0.031 0.098 -0.112
H -3.076159 -1.881007 -0.626915 0.143 -0.054 0.245
H 0.167110 0.442566 -1.209386 0.034 0.031 0.116
H 3.850595 1.091587 -1.070863 -0.139 0.014 -0.002
H -2.074587 0.175229 -0.421666 0.066 0.009 0.140
H 0.012689 -0.995117 0.831216 -0.095 0.038 -0.012

Entry 8:
21
Properties=species:S:1:pos:R:3:forces:R:3 method="wB97M-V/def2-TZVPD" orbital_gap_ev=10.76 e_above_lowest_kj_mol=52.6 e_homo_ha=-0.362 e_lumo_ev=0.93 smiles=COCC(C)(C)C spin_multiplicity=1
O -0.516153 1.583433 0.197263 -0.002 -0.002 -0.039
C -0.126293 0.358871 0.768358 0.042 -0.243 0.124
C -0.806189 2.547876 1.173492 -0.067 0.244 0.170
C 0.209011 -0.653212 -0.329061 -0.002 -0.020 0.013
C 1.445754 -0.186748 -1.106957 0.040 0.016 -0.020
C 0.497365 -1.993428 0.355357 0.015 -0.067 0.041
C -0.983404 -0.802747 -1.281889 -0.048 -0.008 -0.036
H 1.273952 0.791370 -1.568917 0.004 -0.155 0.083
H -1.551569 2.178281 1.898238 0.130 0.064 -0.149
H -1.197175 0.139594 -1.795345 0.042 -0.134 0.089
H 0.749194 0.503900 1.430359 -0.110 -0.012 -0.165
H -1.888052 -1.105695 -0.739423 0.142 0.048 -0.049
H -0.385298 -2.362704 0.892451 0.120 0.069 -0.082
H 0.100435 2.842784 1.727371 -0.159 -0.054 -0.073
H -1.213893 3.423787 0.661724 0.082 -0.120 0.101
H 1.318557 -1.902127 1.077156 -0.097 -0.008 -0.106
H 2.315734 -0.102752 -0.442800 -0.133 -0.015 -0.095
H -0.942871 -0.034930 1.402452 0.086 0.054 -0.129
H 0.781056 -2.753736 -0.381233 -0.032 0.126 0.079
H 1.695350 -0.902689 -1.900058 -0.053 0.106 0.128
H -0.775509 -1.569127 -2.038537 0.001 0.110 0.114